Density functional theory data (wB97M-V/def2-TZVPD) for a molecular structure, C28H82O14Sn.

total energy = -2383.4467 Ha
HOMO level = -7.86 eV
charge = 0

Positions of all 125 atoms, in Å:
Sn -0.143 -0.264 0.590
C -0.922 -2.536 -3.235
C 0.446 -2.993 -2.734
O 0.994 -2.017 -1.840
H -1.756 -2.437 -2.540
H -1.190 -3.260 -4.004
H -0.836 -1.561 -3.716
H 1.139 -3.204 -3.549
H 0.251 -3.962 -2.274
C -4.030 1.054 4.233
C -4.595 1.052 2.850
O -3.726 0.800 1.803
H -4.733 1.522 4.922
H -3.119 1.644 4.331
H -3.777 0.037 4.532
H -5.137 1.988 2.716
H -5.420 0.344 2.776
C -1.015 -5.342 0.067
C -0.391 -4.664 1.233
O 0.036 -3.371 0.810
H -1.162 -6.406 0.251
H -0.382 -5.356 -0.821
H -1.984 -4.939 -0.228
H 0.476 -5.276 1.481
H -1.032 -4.735 2.111
H 0.524 -3.360 -0.017
C 4.686 -2.441 -3.228
C 4.790 -3.053 -1.835
O 3.877 -2.489 -0.950
H 4.725 -1.359 -3.099
H 3.783 -2.852 -3.679
H 5.498 -2.677 -3.915
H 5.791 -2.926 -1.424
H 4.527 -4.111 -1.850
H 3.033 -2.495 -1.408
C 5.218 0.681 -0.361
C 5.617 1.515 -1.551
O 6.328 2.717 -1.279
H 4.575 -0.110 -0.747
H 4.640 1.277 0.345
H 6.112 0.323 0.150
H 4.705 1.656 -2.132
H 6.289 0.922 -2.172
H 7.242 2.691 -1.573
C 3.097 2.100 3.220
C 1.595 2.201 3.271
O 1.053 0.875 3.273
H 3.412 1.418 4.010
H 3.511 3.094 3.391
H 3.405 1.612 2.296
H 1.086 2.856 2.564
H 1.341 2.697 4.208
H 1.113 0.553 4.176
C 1.428 3.780 -1.414
C 2.317 2.884 -0.552
O 1.976 1.517 -0.801
H 0.362 3.632 -1.240
H 1.589 3.551 -2.467
H 1.647 4.829 -1.215
H 2.284 3.134 0.509
H 3.376 3.060 -0.743
H 2.329 1.302 -1.668
C -5.856 3.002 -2.447
C -5.623 2.796 -0.966
O -4.477 1.993 -0.849
H -5.959 2.001 -2.866
H -5.074 3.531 -2.993
H -6.785 3.531 -2.661
H -6.453 2.225 -0.550
H -5.532 3.736 -0.422
H -4.352 1.717 0.062
C -1.890 2.425 -3.631
C -1.422 1.309 -2.815
O -1.836 1.510 -1.481
H -1.242 3.297 -3.547
H -2.905 2.776 -3.443
H -1.800 2.139 -4.679
H -0.337 1.261 -2.901
H -1.746 0.344 -3.204
H -2.773 1.321 -1.391
C -0.828 -2.722 4.413
C -2.123 -2.246 3.779
O -1.865 -1.136 2.960
H -0.148 -3.066 3.634
H -1.100 -3.590 5.014
H -0.383 -1.913 4.993
H -2.877 -2.040 4.538
H -2.609 -2.988 3.146
H -2.688 -0.653 2.850
C -5.013 -2.166 0.589
C -3.538 -2.290 0.115
O -3.053 -1.004 -0.195
H -5.502 -1.507 -0.128
H -5.128 -1.765 1.596
H -5.554 -3.110 0.524
H -3.448 -2.843 -0.821
H -2.890 -2.728 0.874
H -3.444 -0.422 0.460
C 2.793 -1.768 3.691
C 3.291 -2.211 2.330
O 2.604 -1.483 1.319
H 1.773 -2.074 3.925
H 2.829 -0.679 3.687
H 3.427 -2.038 4.535
H 3.177 -3.277 2.139
H 4.343 -1.990 2.150
H 3.029 -1.802 0.520
C -1.746 4.524 2.934
C -1.671 3.963 1.561
O -1.407 2.586 1.740
H -2.421 3.899 3.519
H -2.126 5.540 3.035
H -0.729 4.529 3.327
H -0.887 4.429 0.965
H -2.630 4.087 1.057
H -2.238 2.135 1.907
C 2.485 1.052 -5.453
C 1.981 -0.027 -4.498
O 2.447 0.249 -3.129
H 3.571 1.103 -5.372
H 2.089 1.950 -4.979
H 2.059 1.043 -6.456
H 2.310 -1.042 -4.722
H 0.891 -0.032 -4.519
H 2.140 -0.510 -2.628